{"formula": "C23H32N4O2", "method": "ωB97M-V with the def2-TZVPD basis set", "relative_energy_kj_mol": 1577.3, "total_charge": 0, "lumo_ev": -0.075, "smiles": "CCCCN(CC)CCCNC(=O)c1cc2c(=O)n(C)c3ccccc3c2n1C", "homo_lumo_gap_ev": 7.199, "total_energy_ha": -1264.62144, "species": ["C", "C", "C", "H", "H", "C", "N", "C", "C", "H", "H", "H", "H", "H", "C", "H", "C", "C", "N", "C", "O", "C", "C", "C", "C", "N", "C", "H", "H", "H", "C", "C", "C", "C", "C", "C", "N", "C", "O", "C", "H", "H", "H", "H", "H", "H", "H", "H", "H", "H", "H", "H", "H", "H", "H", "H", "H", "H", "H", "H", "H"], "positions_angstrom": [[3.75486, 3.91971, 1.70987], [3.40791, 3.25197, 0.32310], [3.45893, 1.82828, 0.39195], [4.36455, 1.39414, 0.66942], [2.64066, 1.23181, 1.05149], [2.84388, 1.00472, -0.85656], [2.59239, -0.46743, -0.63429], [1.81449, -0.84519, -1.98097], [2.34100, -0.72384, -3.37650], [2.54421, 0.24784, -3.57726], [3.30508, -1.03636, -3.34152], [1.60783, -1.13010, -4.08236], [1.66372, -2.09951, -1.74543], [0.90064, -0.24910, -1.76995], [3.88107, -1.13420, -0.70254], [3.79080, -2.05532, -1.06101], [4.08735, -1.71497, 0.94173], [2.91341, -2.55435, 1.43817], [1.76315, -1.74994, 1.27465], [0.54263, -2.38691, 0.90257], [0.51361, -3.61810, 0.36217], [-0.69198, -1.41844, 0.80161], [-0.52981, -0.02099, 0.67026], [-1.89932, 0.36473, 0.58177], [-2.66662, -0.63918, 0.08512], [-1.79594, -1.88967, 0.45017], [-2.28894, -3.47349, 0.42552], [-2.78125, -3.34239, -0.53967], [-3.03080, -3.55075, 1.38565], [-1.37774, -3.95663, 0.55212], [-4.06509, -0.53565, 0.08503], [-5.04071, -1.71251, -0.05116], [-6.31984, -1.40553, -0.09726], [-6.82088, -0.26834, -0.27710], [-5.93991, 0.84113, -0.18725], [-4.49640, 0.89407, 0.04392], [-3.65059, 1.77764, -0.10041], [-2.30799, 1.68796, 0.54085], [-1.61306, 2.70265, 0.34004], [-4.30943, 3.24561, 0.02561], [-4.82740, 3.27071, 0.88279], [-3.47731, 3.86032, 0.25467], [-4.75929, 3.21438, -1.01522], [-6.33762, 1.76739, -0.26941], [-7.95293, 0.12231, -0.48115], [-6.89055, -2.33353, -0.17306], [-4.60177, -2.81481, 0.22867], [0.46492, 0.35565, 0.72258], [1.68572, -0.76883, 1.37698], [3.04323, -2.77412, 2.42660], [2.91041, -3.33328, 0.66479], [4.08539, -0.63422, 1.48774], [5.20022, -1.99928, 0.89518], [4.85102, -0.63233, -0.77215], [3.78452, 1.27096, -1.54513], [1.99839, 1.63555, -1.02373], [3.87624, 3.53083, -0.56004], [2.15440, 3.58239, 0.14948], [3.69440, 5.09928, 1.55822], [4.87135, 3.61866, 2.16094], [3.12077, 3.54864, 2.35967]], "mulliken_charge": [-1.233, -0.405, -0.169, 0.499, 0.102, -1.448, 0.776, -0.157, -1.736, 0.518, 0.458, 0.350, 0.193, 0.268, -1.379, 0.680, -0.533, -0.740, -0.002, 0.432, -0.794, 0.740, -1.065, -0.099, 0.183, -0.090, -1.140, 0.512, 0.222, 0.435, 0.497, -0.353, -0.400, -0.835, -0.457, 0.696, -0.130, 0.311, -0.741, -1.377, 0.451, 0.384, 0.431, 0.511, 0.195, 0.308, -0.036, 0.778, 0.251, 0.551, 0.295, 0.125, 0.378, 0.362, 0.363, 0.460, 0.500, 0.120, 0.303, 0.237, 0.444]}



{"formula": "C3H9N3", "method": "ωB97M-V with the def2-TZVPD basis set", "relative_energy_kj_mol": 123.1, "total_charge": 0, "lumo_ev": 0.836, "smiles": "[H]/N=C/N.C=CN", "homo_lumo_gap_ev": 8.816, "total_energy_ha": -283.93621, "species": ["C", "C", "N", "H", "H", "H", "H", "H", "N", "C", "N", "H", "H", "H", "H"], "positions_angstrom": [[-1.50714, 1.27248, -1.72258], [-1.92312, 0.03846, -2.03154], [-1.50746, -1.12859, -1.43154], [-0.81744, 1.40845, -0.89854], [-1.86235, 2.06758, -2.35564], [-2.67748, -0.11650, -2.80174], [-0.63053, -1.21638, -0.93514], [-1.94645, -1.97946, -1.74785], [2.22152, -0.29010, 0.78024], [1.35912, -0.26477, 1.84750], [1.23271, 0.79189, 2.52199], [2.51544, -1.15721, 0.37385], [2.86504, 0.47110, 0.64245], [0.88758, -1.25544, 1.93238], [0.51608, 0.76882, 3.23111]], "mulliken_charge": [-0.801, 0.137, -0.411, 0.236, 0.237, 0.240, 0.159, 0.194, -0.449, 0.146, -0.697, 0.209, 0.234, 0.336, 0.230]}



{"formula": "C24H72N8O12", "method": "ωB97M-V with the def2-TZVPD basis set", "relative_energy_kj_mol": 1220.5, "total_charge": 0, "lumo_ev": -0.450, "smiles": "NC(N)=O.NC(N)=O.NC(N)=O.NC(N)=O.CC(C)O.CC(C)O.CC(C)O.CC(C)O.CC(C)O.CC(C)O.CO.CO", "homo_lumo_gap_ev": 7.664, "total_energy_ha": -2298.20055, "species": ["C", "O", "H", "H", "H", "H", "C", "O", "H", "H", "H", "H", "C", "O", "N", "N", "H", "H", "H", "H", "C", "O", "N", "N", "H", "H", "H", "H", "C", "O", "N", "N", "H", "H", "H", "H", "C", "O", "N", "N", "H", "H", "H", "H", "C", "C", "C", "O", "H", "H", "H", "H", "H", "H", "H", "H", "C", "C", "C", "O", "H", "H", "H", "H", "H", "H", "H", "H", "C", "C", "C", "O", "H", "H", "H", "H", "H", "H", "H", "H", "C", "C", "C", "O", "H", "H", "H", "H", "H", "H", "H", "H", "C", "C", "C", "O", "H", "H", "H", "H", "H", "H", "H", "H", "C", "C", "C", "O", "H", "H", "H", "H", "H", "H", "H", "H"], "positions_angstrom": [[6.76700, -7.72200, -18.34700], [8.03700, -7.17100, -18.16100], [6.18100, -7.00400, -18.84400], [6.29100, -7.90400, -17.36900], [6.88300, -8.65500, -18.80800], [7.93900, -6.30800, -17.69900], [6.00300, -4.03200, -19.98500], [7.02800, -4.53800, -19.20900], [6.28800, -4.05700, -21.05600], [5.74700, -2.98000, -19.66700], [5.22700, -4.71700, -19.79400], [6.84000, -4.32600, -18.32900], [4.12700, -5.60900, -16.65100], [3.73900, -6.17900, -17.81200], [4.72200, -6.28000, -15.69200], [3.98100, -4.37300, -16.25500], [4.66700, -7.33900, -15.73100], [5.22000, -5.75600, -14.90500], [3.61900, -3.70200, -16.97200], [4.13900, -3.95500, -15.31500], [5.92500, -0.43900, -22.72100], [6.18700, -0.58400, -24.05200], [6.09200, 0.63600, -22.06600], [5.35300, -1.39400, -22.01900], [6.40800, 1.53400, -22.51300], [6.20200, 0.61900, -21.07200], [4.96000, -2.20500, -22.51600], [4.98400, -1.18600, -21.11800], [7.52100, -4.38300, -16.02100], [8.57700, -3.92000, -15.29800], [7.30400, -5.63800, -16.21300], [6.72100, -3.64900, -16.66500], [7.91000, -6.35000, -15.83200], [6.32800, -5.93100, -16.32900], [6.96600, -2.65500, -16.66600], [5.70700, -3.91100, -16.69100], [3.45600, 0.22300, -19.79000], [4.43200, -0.73800, -19.45200], [3.55200, 0.91600, -20.89300], [2.44600, 0.47800, -18.99600], [4.42200, 0.77200, -21.48800], [2.88100, 1.45500, -21.38200], [2.43200, 0.15400, -18.00700], [1.81800, 1.20200, -19.40100], [4.46500, -7.69500, -21.08500], [3.01600, -8.12200, -20.82800], [2.50500, -9.33700, -21.65100], [2.80000, -8.33900, -19.64300], [5.14900, -8.42300, -20.71900], [4.59300, -6.77000, -20.67000], [4.62600, -7.55600, -22.10200], [2.40900, -7.26000, -21.14100], [3.00700, -9.25300, -22.66300], [1.41000, -9.25900, -21.80100], [2.69600, -10.31100, -21.26800], [2.83000, -7.54000, -19.13800], [10.69800, -5.57600, -17.30300], [10.56500, -4.19500, -17.91200], [11.36200, -3.18700, -17.05800], [11.02100, -4.11900, -19.08200], [10.02000, -5.85400, -16.46700], [11.69300, -5.84800, -16.98400], [10.48700, -6.32100, -18.08400], [9.54900, -3.83100, -17.92000], [11.22400, -2.24100, -17.51000], [12.37900, -3.43100, -17.03300], [10.96400, -2.96600, -16.12300], [10.40900, -3.60000, -19.60200], [10.16400, -5.61100, -21.87700], [9.16100, -6.19900, -20.88500], [7.91000, -6.45300, -21.58400], [9.53400, -7.29500, -20.40100], [9.71400, -4.83000, -22.50300], [10.51800, -6.33400, -22.54800], [11.04700, -5.17900, -21.42600], [9.00800, -5.57300, -20.05000], [7.64000, -5.47000, -22.08200], [7.06500, -6.61400, -20.93200], [8.03100, -7.14800, -22.41800], [8.98900, -7.29900, -19.57500], [8.53200, -1.37500, -20.19100], [9.14900, -2.44300, -21.11600], [8.67800, -2.46800, -22.55600], [10.40500, -2.38700, -21.16700], [8.93600, -1.41700, -19.17700], [7.42900, -1.30600, -20.04400], [8.84000, -0.38100, -20.48300], [8.80000, -3.37400, -20.73800], [7.66400, -2.69100, -22.71600], [9.12000, -3.06700, -23.30900], [8.60500, -1.48400, -22.88100], [10.73100, -1.50000, -21.02400], [5.50900, -5.35000, -23.70500], [4.18400, -4.66200, -23.90700], [3.03600, -5.42800, -23.32600], [4.08700, -3.52300, -23.47900], [5.53300, -5.75500, -22.73300], [6.23700, -4.55900, -23.69500], [5.66900, -6.09800, -24.47200], [3.98600, -4.55700, -24.99900], [2.15500, -5.14900, -23.81000], [2.97700, -5.57800, -22.27000], [3.00600, -6.48100, -23.73500], [3.21700, -3.19300, -23.77300], [2.84600, -3.87100, -20.28400], [2.27000, -3.10200, -19.06800], [1.15800, -3.77100, -18.35200], [3.11900, -2.86200, -18.24200], [3.15900, -4.84700, -19.96300], [3.67100, -3.36400, -20.76200], [2.07600, -4.10800, -21.00200], [2.01100, -2.15600, -19.52400], [1.39400, -4.79200, -18.03600], [0.31600, -3.75600, -19.07900], [0.82100, -3.11500, -17.52700], [3.64800, -2.16600, -18.66000]], "mulliken_charge": [-0.132, -0.618, -0.249, 0.097, 0.526, 0.255, 1.019, 2.072, -0.380, 0.108, -0.926, -0.835, 0.018, -0.538, -0.429, -0.345, 0.343, 0.352, 0.634, 0.276, 0.492, -0.774, -0.416, 0.967, 0.276, 0.292, -0.262, -0.201, -0.322, -0.730, -0.041, -0.057, 0.373, -0.173, 0.194, 0.166, 0.357, -0.714, -0.339, -0.324, 0.131, 0.211, 0.292, 0.185, 0.098, 0.784, -1.574, -0.595, 0.597, -0.959, 0.487, -0.114, 0.303, 0.361, 0.441, 0.451, -1.197, 1.947, -2.001, -0.585, 0.155, 0.450, 0.237, -0.243, 0.456, 0.408, 0.384, -0.002, -2.088, 2.661, 0.195, -0.758, 0.211, 0.660, 0.300, -1.055, -0.611, -0.719, 0.556, 0.393, -1.388, 3.074, -1.910, -0.406, 0.152, -0.106, 0.611, -1.808, 0.174, 0.489, 0.556, 0.438, -0.673, 0.507, -1.297, -0.456, -0.502, 0.228, 0.518, 0.128, 0.793, -0.255, 0.330, 0.334, 0.073, 0.460, -1.794, -0.468, -0.303, -0.540, 0.854, 0.220, 0.242, 0.457, 0.417, -0.014]}



{"formula": "C3H2N2", "method": "ωB97M-V with the def2-TZVPD basis set", "relative_energy_kj_mol": 250.0, "total_charge": 0, "lumo_ev": -0.098, "smiles": "N#CC1=NC1", "homo_lumo_gap_ev": 11.286, "total_energy_ha": -224.90198, "species": ["C", "C", "C", "N", "N", "H", "H"], "positions_angstrom": [[-1.72182, 0.25355, -0.02028], [-0.24468, -0.30886, -0.02974], [1.13334, 0.05798, -0.05534], [-2.78093, 0.68138, 0.01802], [0.46020, -1.34789, 0.00001], [1.74771, 0.44093, -0.80929], [1.40618, 0.22292, 0.89663]], "mulliken_charge": [0.129, 0.464, -0.368, -0.299, -0.400, 0.264, 0.211]}



{"formula": "C7H14FO2PS", "method": "ωB97M-V with the def2-TZVPD basis set", "total_charge": 0, "lumo_ev": [0.552, -2.293], "spin_multiplicity": 3, "homo_lumo_gap_ev": [5.994, 7.725], "total_energy_ha": -1264.85275, "species": ["C", "C", "C", "C", "C", "C", "C", "O", "O", "F", "P", "S", "H", "H", "H", "H", "H", "H", "H", "H", "H", "H", "H", "H", "H", "H"], "positions_angstrom": [[3.46564, -1.29347, 0.77910], [2.74868, -1.53127, -0.32207], [-3.39886, -0.33300, 0.06469], [-1.35064, -1.65343, 0.42500], [1.38494, 2.70143, -1.28281], [-1.18728, 0.79731, 0.00522], [-1.98889, -0.26171, 0.68211], [2.38735, 1.52807, 1.05405], [0.09327, 0.86800, 0.66834], [2.25297, -2.82001, -0.56966], [1.46475, 1.31609, -0.05234], [2.01942, -0.32768, -1.41554], [3.95702, -0.37226, 1.21110], [3.70286, -2.19164, 1.31538], [-3.42644, -0.96408, -0.81660], [-3.86848, 0.69482, 0.06434], [-4.00613, -0.84199, 0.74905], [-1.21696, -2.01865, -0.57652], [-2.05295, -2.30478, 0.85804], [-0.42720, -1.72599, 0.93187], [1.24301, 2.45992, -2.40588], [0.60478, 3.29012, -0.96505], [2.44250, 2.98636, -1.22809], [-1.22927, 0.42305, -0.97641], [-1.57708, 1.77852, 0.00970], [-2.03701, -0.20375, 1.79297]], "lowdin_spin": [0.776, 0.687, 0.000, 0.000, 0.020, 0.003, 0.000, 0.012, 0.027, 0.129, 0.064, 0.192, 0.035, 0.047, 0.000, 0.000, 0.000, 0.001, 0.000, 0.000, 0.001, 0.001, 0.002, 0.001, 0.000, 0.000]}



{"formula": "CH7NO", "method": "ωB97M-V with the def2-TZVPD basis set", "relative_energy_kj_mol": 307.1, "total_charge": -1, "lumo_ev": [4.981, 3.186], "spin_multiplicity": 2, "homo_lumo_gap_ev": [6.789, 4.973], "total_energy_ha": -172.10916, "species": ["N", "H", "H", "H", "H", "C", "O", "H", "H", "H"], "positions_angstrom": [[-1.44035, -0.84992, -0.01822], [-1.19389, -0.10806, 0.62912], [-1.98308, -0.31689, -0.71262], [-3.59593, -1.65240, -0.43577], [-0.53492, -0.95720, -0.49298], [1.68873, 0.79081, 0.34758], [1.31849, 0.48534, -1.03052], [2.64502, 0.28941, 0.11068], [1.38836, 0.33811, 1.31801], [1.70755, 1.98079, 0.28471]], "lowdin_spin": [0.113, 0.002, 0.040, 0.837, 0.002, 0.000, 0.007, 0.000, 0.000, 0.000]}